32
Properties=species:S:1:pos:R:3 method="wB97M-V/def2-TZVPD" energy_ha=-651.822513 e_above_lowest_ev=0.000 homo_lumo_gap_ev="6.299 / 5.349" mol_weight_g_mol=205.28 total_charge=+1 spin_multiplicity=3
C 1.890 -2.522 -2.444
C 0.439 -2.284 -2.680
C 2.544 -1.645 -1.631
C -0.268 -1.348 -1.976
C 1.847 -0.568 -0.977
C 0.447 -0.473 -1.072
C 2.496 0.363 -0.201
C 1.777 1.412 0.398
C 0.380 1.499 0.199
C 0.065 3.816 1.234
C -1.968 -2.417 1.215
C -0.598 2.528 0.918
N -0.263 0.547 -0.527
N -2.390 -1.003 1.343
O -1.715 2.600 0.108
H 2.538 -3.322 -2.819
H 0.076 -2.876 -3.510
H 3.608 -1.520 -1.658
H -1.280 -1.450 -1.773
H 3.573 0.397 0.072
H 2.275 2.208 0.973
H 0.084 4.398 0.298
H 1.076 3.695 1.613
H -0.508 4.390 1.863
H -1.905 -2.804 2.285
H -2.784 -2.973 0.644
H -1.009 -2.440 0.609
H -0.907 1.924 1.862
H -1.231 0.678 -0.710
H -2.303 -0.641 2.310
H -3.396 -0.899 1.272
H -2.164 3.324 0.401